1.
114
Properties=species:S:1:pos:R:3:forces:R:3:mulliken_charge:R:1 method="wB97M-V/def2-TZVPD" gap_ev=8.499 total_energy_ev=-90376.3051 largest_force_ev_per_a=7.34
Cl -3.402501 -5.020134 3.175013 0.6402 0.5625 -1.0413 -0.26
S 1.066870 -4.296374 3.205575 3.8994 -5.8031 2.2451 1.42
P 2.917571 -2.231586 3.074857 1.1631 -0.1895 1.5132 0.34
O -1.905503 -3.009315 3.681436 0.0596 -1.3259 -3.6370 -0.46
O 3.067247 -4.422167 0.327226 -2.8436 1.0176 0.7185 -0.61
O -0.229846 1.087890 3.269417 0.8470 0.1720 -0.6229 -0.62
O 0.197289 -5.439998 2.825838 -0.7973 3.2230 0.1570 -0.63
O 2.981891 -0.524399 2.874649 0.2913 -0.8344 -0.7646 -0.40
O 5.332112 0.135729 0.020104 -2.9132 1.3621 0.9502 -0.54
O -4.528899 -0.567044 0.757601 -2.2180 -0.1265 -0.7695 -0.28
O 2.423994 -4.993921 3.433722 -2.2317 2.8741 -0.7108 -0.72
O -6.562790 -1.375354 -0.039817 2.0146 1.8250 1.7737 -0.53
N 2.956465 0.589191 0.093407 1.2716 -0.0653 -0.6133 0.32
N 0.642609 -4.229775 0.222948 1.2496 -0.1870 1.0974 0.10
C 1.524545 5.113928 1.647887 0.0785 -0.0264 0.1515 -1.16
C -1.221832 0.316417 -8.363351 0.1349 0.1221 -0.0568 -1.20
C 0.256273 4.501387 2.227489 -0.0002 -0.0537 -0.1321 0.93
C -0.349974 -0.883844 -8.020598 -0.0980 -0.0904 -0.0372 -0.43
C 1.248379 -1.378154 -0.174017 -0.3420 0.0270 -0.4430 -1.43
C -1.047855 -3.097435 -1.010133 0.2351 -0.4363 -0.6467 -1.93
C 0.546560 -2.077917 1.108444 -0.2650 -0.2035 1.2908 2.49
C -1.026516 -1.869493 -7.066554 0.0914 -0.0953 0.0264 -0.93
C 0.865855 -1.781105 -4.570943 0.1361 0.1691 0.0476 -1.13
C 2.992347 2.840791 -1.199572 -0.0985 -0.1112 -0.7663 -1.00
C 4.380853 0.778616 0.497442 2.4967 -0.7012 0.7494 0.79
C -1.190953 6.983219 3.470082 -0.0944 0.0630 -0.0960 -0.35
C -1.375656 -1.305698 -5.686206 -0.0532 0.1367 -0.0253 -0.74
C 4.774782 1.829935 1.652762 -1.1613 0.5294 -0.8864 -1.38
C 2.925192 1.242237 -1.274665 0.4587 0.7860 -0.7047 -0.19
C 0.781336 -3.632979 4.940665 -0.8326 0.6070 0.8176 -0.99
C -2.430175 -0.750099 -0.650824 -1.0000 1.1547 -0.4551 -0.05
C -1.204273 6.618886 1.984648 0.1189 0.0498 -0.0469 -0.82
C 1.983936 -3.996870 0.712994 -1.5053 -0.5554 0.3397 -0.25
C -5.944187 -0.662037 0.764072 -1.6041 -1.1769 -0.8611 0.58
C 4.652748 -2.843732 2.539176 0.2552 0.9760 -0.6209 -0.99
C -1.024883 5.129475 1.677000 -0.1035 -0.0711 0.0986 -0.98
C -6.785241 0.132364 1.853503 1.1235 -0.0455 0.5901 -0.99
C -0.460403 -3.217666 0.521219 1.4131 -0.1131 -2.3316 1.24
C 2.733862 -0.902506 -0.119182 1.7096 0.5426 -1.4301 -0.47
C -1.617207 -1.757559 -1.549331 -0.1208 1.0107 -1.2200 0.89
C -2.326365 6.342703 4.256760 0.0769 -0.0027 0.1773 -1.16
C 0.143313 0.480276 1.975990 -0.3184 0.7063 0.8344 -0.13
C -1.791308 -3.702786 1.217151 -0.8048 -1.1508 -0.6129 -0.73
C 1.563442 -3.028643 1.952374 1.4078 0.9997 -2.7348 -0.56
C -4.001670 -1.104964 -0.499040 1.1206 -0.5192 -0.3674 -0.72
C -0.194275 -0.738384 -4.897334 -0.0904 -0.0687 0.0118 -0.06
C -2.165533 -3.696251 2.703074 -0.0882 0.6042 3.5202 0.07
C -0.059436 -1.073438 2.180963 -1.6283 0.6558 -0.4204 -0.59
H 1.541886 5.013737 0.560219 0.0109 0.0543 0.0241 0.14
H 3.853133 2.442057 1.945191 1.2709 -0.9433 -0.2121 0.20
H 0.279209 4.572207 3.319927 -0.0533 0.0168 -0.0250 0.45
H -0.751668 -1.152954 -2.004905 -1.2485 -0.9319 0.7865 -1.05
H 1.613393 6.173197 1.899460 0.0176 -0.0437 -0.0449 0.39
H 0.602094 -0.540333 -7.604090 -0.0239 -0.0419 0.0080 0.24
H 0.437595 -2.603138 -3.991119 0.0129 -0.0406 -0.0475 0.20
H 3.846571 0.913184 -1.876426 -1.2062 0.1535 0.8220 0.44
H 5.356742 -2.020388 2.927483 -0.9823 -1.1810 -0.4276 0.36
H 1.667183 -1.330425 -3.978459 0.0183 -0.1049 -0.0121 0.20
H 5.200298 1.292968 2.555514 -0.4368 0.5844 -1.2371 0.29
H 3.499475 3.244961 -0.272825 -0.6470 -0.6598 -0.9898 0.14
H 1.186391 0.850277 1.772234 -1.0428 -0.9568 -0.3390 0.32
H -2.262950 5.252199 4.243663 -0.0447 0.0431 -0.0043 0.26
H 0.169970 -4.426041 5.473592 0.6046 0.7762 -1.0233 0.42
H 5.547609 2.561349 1.229048 -0.9574 -1.2386 0.6240 0.41
H 4.795088 -2.888129 1.418701 -0.0933 -0.1646 1.3041 0.22
H 0.430134 -4.996778 -0.402573 0.3132 0.1327 0.0212 0.34
H 3.461237 -1.459085 0.540722 -1.3347 0.4469 -0.5302 -0.46
H 1.956737 3.292712 -1.281028 1.2163 -0.4872 0.2560 0.27
H -2.281388 -1.986143 -2.463498 0.9189 0.1906 1.2833 0.50
H -0.573068 -0.321369 -3.958348 -0.0086 0.0676 -0.1045 0.05
H 0.222595 -1.310412 3.259901 -0.1372 0.2749 -1.6146 0.21
H -7.792585 0.462427 1.456647 1.4405 -0.5353 0.0988 0.32
H 1.761744 -3.498875 5.498379 -1.1440 -0.3417 -1.3570 0.34
H -1.916017 -4.784871 0.841086 0.1630 1.5626 0.9053 0.51
H 1.253331 -2.074537 -1.086698 -0.2948 0.7058 1.6466 0.12
H -2.288312 6.662097 5.301511 -0.0729 -0.0567 -0.0571 0.38
H -6.998306 -0.569929 2.734760 0.4680 0.9300 -1.2907 0.27
H -0.231504 6.712534 3.921927 -0.0099 0.0083 -0.0468 0.24
H -1.845944 -2.101243 -5.096860 0.0242 0.0154 0.0007 0.22
H -0.215793 -3.428259 -1.733131 -1.1875 0.7259 1.0959 0.46
H 0.263576 0.095545 -5.438639 -0.0457 -0.0328 -0.0070 0.58
H -2.663258 -3.166088 0.685224 1.2557 -0.5467 1.1206 0.10
H -4.160103 -2.233562 -0.548619 0.0420 1.4402 0.1377 0.26
H -1.202460 -1.200390 2.144961 1.6401 0.1522 0.2883 0.25
H 3.760000 -0.172983 3.353719 -0.6292 -0.4990 -0.2289 0.27
H -0.424108 7.193427 1.474446 -0.0320 -0.0324 -0.0016 0.30
H -0.380602 -2.745895 -6.949937 -0.0406 0.0253 0.0147 0.33
H -1.456311 0.912242 -7.478204 -0.0307 -0.0179 -0.0504 0.28
H -2.160331 -0.002472 -8.823765 0.0077 0.0323 0.0540 0.30
H -1.275156 8.071489 3.559885 0.0667 -0.0634 -0.0147 0.39
H -1.883134 4.570830 2.063503 0.0242 0.0235 -0.0170 0.35
H 3.207433 -1.031199 -1.167203 -0.9200 -0.5333 1.4555 0.36
H 0.442768 1.781737 3.443387 -0.7803 -0.7319 -0.0849 0.42
H -6.199028 1.027077 2.242671 -0.7933 -1.1751 -0.4637 0.27
H -3.297007 6.637315 3.849832 0.0235 -0.0552 0.0028 0.29
H -2.446757 0.237706 -1.243706 0.2210 -1.3559 0.9025 0.66
H 1.317269 -2.194206 -5.475489 -0.0157 -0.0311 0.0797 0.49
H 2.028728 0.875875 -1.880607 0.9696 0.6122 1.1017 -0.01
H -1.834342 -3.926272 -1.148774 1.0726 1.1773 0.4673 0.63
H -0.609038 0.918138 1.232780 1.2029 -0.7537 0.5816 0.06
H 0.246401 3.431474 1.990519 -0.0626 0.0875 0.0075 -0.80
H 4.917922 -3.824970 3.031758 -0.6415 1.1443 -0.6026 0.33
H -2.153264 6.948877 1.546797 0.0389 -0.0077 0.0389 0.41
H 0.550658 -0.518362 -0.478114 1.1830 -1.0351 0.5675 0.27
H -0.105141 -1.412882 -8.947655 0.0342 0.0129 0.0881 0.41
H -0.704009 0.968634 -9.071430 -0.1013 -0.0007 0.0406 0.38
H -4.569958 -0.627843 -1.350920 0.6260 -0.7016 0.9113 0.46
H -1.936641 -0.469580 0.327760 -0.6807 -0.7294 -0.9744 -0.49
H -2.134199 -0.523610 -5.792456 0.0085 -0.0387 -0.0137 0.42
H -1.948396 -2.237243 -7.531286 0.0491 0.0273 0.0084 0.45
H -1.045730 4.996241 0.589526 0.0259 -0.0089 0.0294 0.41
H 2.405230 4.604604 2.048834 0.0233 0.0728 -0.0748 0.29
H 0.208796 -2.660429 4.963980 0.5652 -1.1609 -0.1882 0.33
H 3.603120 3.212368 -2.096707 -0.9412 -0.4804 1.2549 0.36

=====

2.
122
Properties=species:S:1:pos:R:3:forces:R:3:mulliken_charge:R:1 method="wB97M-V/def2-TZVPD" gap_ev=7.969 total_energy_ev=-81031.1393 charge=+1 largest_force_ev_per_a=5.37
F 1.847450 -2.116851 1.112890 0.8226 0.3228 -1.8147 -0.38
F 1.922891 -2.461279 -3.108652 -0.5414 1.4167 1.4392 -0.38
O -4.863925 1.835117 4.414042 0.3270 0.2508 -0.2691 -0.33
O -1.055297 7.310511 1.835676 -0.2571 -0.0638 -0.2098 -0.23
O -6.909154 -3.649375 -0.687732 0.3518 0.1858 -0.1390 -0.54
O -2.774249 2.702170 4.611152 -0.3432 -0.0609 -0.3596 -0.55
O -5.860449 -1.887655 -1.661068 0.2138 -0.2832 0.0767 -0.21
O -0.430947 -5.558394 2.130238 0.0724 -0.2614 -0.2983 -0.32
O 8.504248 -1.664638 -1.999866 -1.8831 -0.9541 3.1257 -0.50
O -0.852611 -7.131787 0.695526 0.2552 0.3575 0.2165 -0.32
O -2.986698 8.477419 2.084230 0.2387 -0.2676 -0.1834 -0.54
O 7.107137 -3.173987 -0.943893 -0.3344 3.1174 0.2637 -0.39
O -4.061459 2.980808 2.753294 0.0451 -0.2127 0.3869 -0.34
O 1.271207 -6.341353 0.846984 -0.2576 0.1085 0.0320 -0.56
O -3.411501 0.567650 -7.627818 0.0220 -0.1886 0.4523 -0.33
O -4.668994 -3.604800 -1.060105 -0.2471 0.3065 -0.1038 -0.20
O -2.123229 0.308176 -5.774919 -0.3552 -0.1014 -0.1364 -0.54
O -4.226708 -0.543551 -5.950961 0.4017 0.2692 -0.2152 -0.31
O -2.588423 7.124408 0.306011 0.2351 0.0072 0.2957 -0.29
N 3.545626 -0.398089 -1.500062 1.9455 0.2694 1.1562 -0.38
N 4.843414 -1.445980 0.339915 -4.2160 3.0908 -1.2390 0.35
N 4.660307 0.939638 0.266885 -0.0572 -0.7657 -1.0613 0.00
C -0.597942 7.865967 3.068551 0.1992 0.1513 0.3951 -0.77
C -2.283160 7.716638 1.471804 0.0037 0.0104 -0.0561 0.76
C 1.685335 1.726528 -1.014159 -1.5356 -0.0997 1.0664 -0.47
C -4.090339 -1.072559 -4.634385 -0.0775 -0.2006 0.4117 -0.50
C 2.046006 3.527156 0.843624 -0.2624 0.3112 0.4871 -0.19
C 8.069809 -1.058063 0.342781 -0.9765 -0.8606 0.0079 -0.69
C 7.922041 -1.982014 -0.955228 2.1581 0.8804 -2.1407 0.70
C -0.164929 -1.241770 -2.400801 -0.3298 -1.3834 -0.2278 -0.57
C 4.364644 -0.251691 -0.298419 0.7194 -2.8382 0.6477 -0.92
C -3.149400 0.128993 -6.388704 -0.2326 -0.0308 -0.1767 0.75
C 0.492481 -4.662343 2.745339 0.2306 0.3134 0.2391 -0.09
C 3.957373 -2.596432 -0.010167 0.1173 -2.3382 0.1091 -0.71
C 2.427837 -2.219957 -0.218058 -0.3946 -1.1659 0.0363 -0.13
C -0.413336 -8.028786 -0.324640 0.0624 -0.3695 -0.3483 -0.66
C 0.936077 2.814742 -0.065796 0.9463 0.4523 -0.9647 -0.34
C -4.576864 -4.904580 -0.476365 0.1006 -0.4276 0.1744 -0.58
C 1.423308 -1.251647 -2.476278 -0.5397 1.6438 -0.8784 0.01
C 1.165531 2.379276 3.111588 0.5555 0.3336 0.6551 0.12
C -0.793598 -2.057682 -1.172488 -0.7328 0.8973 0.5013 -0.67
C -3.795239 2.524128 3.989703 -0.1902 -0.0478 0.0257 0.77
C -3.005355 3.738840 2.170611 0.2419 0.2886 -0.2374 -0.34
C -4.724417 1.286419 5.724132 -0.0591 -0.2088 0.4471 -0.63
C 1.954089 0.110203 4.176983 0.1124 0.1186 -0.4584 -0.84
C 2.168472 -0.923772 -1.104752 -0.0754 0.1921 0.8599 1.19
C -7.123361 -1.229381 -1.764586 -0.4093 0.2749 -0.0610 -0.75
C -2.346824 1.306061 -8.225472 0.2909 0.2539 -0.2840 -0.61
C -3.877120 7.467485 -0.203672 -0.4240 0.0787 -0.2311 -0.69
C 0.113623 -6.344303 1.189463 -0.3185 -0.0789 0.0769 0.82
C 1.483428 0.298076 -0.288530 0.3323 0.6004 -0.3686 -0.97
C 2.351039 1.668892 3.953111 -1.2371 -0.9512 -0.1207 -0.55
C 4.598557 -3.451921 -1.234405 0.7282 -0.2439 0.3962 -0.93
C -5.916579 -3.103703 -1.094295 0.0403 -0.0303 0.0181 0.66
C 1.641106 3.721866 2.374579 -0.0795 -0.2214 0.2436 -0.65
C 5.967231 -2.826553 -1.800542 -1.1112 -1.4888 -1.6371 -0.54
H -2.106262 3.127532 2.061544 -0.0133 0.0976 0.1694 0.08
H 5.917776 -1.712032 -2.009533 0.1001 -1.3197 0.3981 0.25
H 6.143569 -3.331377 -2.818453 -0.2021 0.8386 1.4467 0.36
H 1.933144 -3.129917 -0.716326 0.6841 1.3181 0.8906 0.36
H 0.804979 4.483169 2.487174 1.0860 -0.7922 -0.3565 -0.05
H -1.856634 -1.641693 -1.021815 1.4859 -0.8209 -0.2388 0.24
H 9.158476 -0.823655 0.580039 -1.5089 -0.5485 -0.4576 0.36
H 2.399648 2.123371 4.991365 0.3434 -0.2351 -1.4605 0.47
H -0.266125 -1.858350 -0.169753 -0.6743 -0.4450 -1.5719 -0.05
H 4.949977 -1.344913 1.358709 0.6156 0.1188 -0.5539 0.44
H 0.365299 0.170943 -0.153476 1.4753 -0.1707 -0.2052 0.96
H -3.268629 -1.790631 -4.590421 0.0160 0.1671 0.0266 0.27
H 3.972167 -1.010930 -2.208237 -0.1412 0.0872 0.5800 0.53
H -3.940537 -0.269093 -3.909971 0.1225 -0.0919 -0.0778 0.27
H -2.796794 4.629676 2.766961 0.1090 -0.1611 0.0176 0.24
H -7.807660 -1.804778 -2.391187 0.0280 -0.0278 0.2000 0.33
H 4.892605 -4.487099 -0.827496 -0.4945 1.5805 -0.5528 0.42
H -0.622312 -0.189153 -2.461095 1.1458 -1.4306 0.2415 0.26
H -0.052368 -4.076719 3.486108 -0.1739 -0.2084 -0.1493 0.26
H -7.553445 -1.062932 -0.775080 -0.0155 -0.1681 -0.1144 0.34
H 0.913907 -3.978071 2.006747 0.0296 -0.2017 0.0917 -0.24
H -4.661166 7.156263 0.489659 0.0962 0.1802 0.0128 0.30
H -1.275259 -8.612572 -0.647455 -0.0487 0.2035 0.2235 0.23
H 1.191317 -0.225542 3.385021 1.1686 0.4406 1.1118 0.10
H -1.455044 0.684004 -8.325615 -0.0552 0.1000 0.1532 0.29
H 0.399561 7.470228 3.261730 -0.1225 -0.0929 -0.2544 0.22
H 3.367162 1.742281 3.415450 -1.4396 0.0560 0.8052 0.14
H -0.532056 -1.767205 -3.356848 0.6857 0.9037 1.2788 0.33
H -3.940377 8.539180 -0.401705 -0.0386 -0.0957 0.1782 0.33
H 2.553011 4.112702 2.946888 -1.2832 -0.3365 -0.7902 0.39
H 2.261463 4.543498 0.361587 -0.1624 -1.3640 0.8352 0.35
H 3.041817 2.957990 0.828727 -1.4109 0.5637 -0.0888 -0.07
H 1.151097 1.704494 -2.016888 0.9704 -0.0091 1.0686 0.43
H -5.014296 -1.593305 -4.383806 0.0261 0.1297 -0.2538 0.20
H 0.332882 2.657414 3.853842 1.1430 -0.5705 -1.1334 0.28
H 0.070285 2.365614 0.514415 1.1888 0.4477 -0.6206 -0.04
H -0.531247 8.953397 3.000132 -0.1641 -0.1067 0.0522 0.36
H 1.486501 -0.084328 5.192102 0.6157 0.3544 -1.2345 0.38
H -4.905095 -4.883845 0.564547 -0.1134 -0.0292 -0.1597 0.33
H 0.496073 3.619636 -0.749153 0.4812 -1.1284 0.9968 0.43
H 1.717418 -0.408115 -3.201515 -0.2952 -1.2943 1.0374 0.42
H 3.988384 -3.310008 0.890878 -0.1979 1.2355 -1.2734 0.72
H 0.739394 1.613249 2.388540 0.4851 1.0297 0.7829 -0.13
H -3.529582 -5.207287 -0.502044 -0.0504 0.2611 -0.0944 0.09
H 2.767021 2.048817 -1.093388 -1.4624 -0.5943 -0.2534 0.18
H -0.895793 -3.174714 -1.340162 0.3545 1.3970 0.0857 0.37
H 7.529400 -1.581849 1.195921 1.0166 0.7258 -0.8667 0.23
H -2.127668 2.204555 -7.645041 0.0682 -0.1755 0.0303 0.28
H -5.159835 -5.627201 -1.050776 -0.0755 0.1195 0.1492 0.31
H -2.670456 1.608599 -9.221246 -0.2015 -0.1640 0.1657 0.22
H 0.342549 -8.713951 0.063960 0.0237 0.1828 -0.0731 0.32
H -6.955581 -0.260564 -2.235678 0.2463 -0.1638 0.0373 0.22
H -1.252611 7.570420 3.890942 -0.0287 0.1630 -0.1142 0.34
H 1.925781 0.371799 0.770123 -0.5651 -0.3088 -1.4694 -0.60
H -3.327335 4.056904 1.178778 -0.1968 -0.1478 0.1513 0.28
H -3.895123 0.577037 5.758680 0.0165 0.1926 0.0214 0.29
H 1.283874 -5.214517 3.256626 -0.0107 0.0322 -0.1694 0.34
H -4.015546 6.933674 -1.144054 0.2680 -0.0435 0.1330 0.23
H 3.833010 -3.663842 -2.057349 1.1335 0.6575 1.0116 0.42
H 4.417436 1.106569 1.248527 0.8576 -0.0141 -0.4757 0.22
H -5.645119 0.753139 5.960676 0.0120 0.1378 -0.2780 0.22
H 5.128905 1.628527 -0.340815 -1.1627 -0.0057 0.6657 0.34
H -0.028146 -7.476202 -1.184129 0.1013 -0.0489 0.1557 0.29
H 7.526230 -0.068597 0.161634 0.7934 -1.3681 0.0003 0.09
H -4.584978 2.079562 6.461298 0.1404 -0.0871 -0.1111 0.29
H 2.872801 -0.551524 4.078886 -1.1168 0.6904 0.2234 0.20